Density functional theory data (the ωB97M-V functional and the def2-TZVPD basis) for an isolated molecule of C13H11F3N2O2 in a non-equilibrium geometry.

Properties
lowest unoccupied orbital energy	-0.5	eV
charge	0
HOMO energy	-8.94	eV
F_max	0.3568	hartree/bohr
DFT total energy	-28875.410	eV

Geometry (Å):
C  1.72  1.45  -0.60
N  1.20  1.90  0.50
C  1.39  3.28  1.21
C  0.80  3.41  2.18
N  0.07  2.07  2.44
C  0.40  1.16  1.37
C  0.06  -0.13  1.39
O  -0.22  -0.67  0.06
C  -1.12  -0.03  -0.71
O  -2.09  0.79  -0.07
C  -1.39  -0.43  -2.09
C  -2.35  -0.02  -2.83
C  -2.34  -0.66  -4.28
C  -1.57  -1.54  -4.56
C  -0.41  -1.97  -3.80
C  -0.48  -1.61  -2.31
C  0.93  -1.06  1.97
F  2.20  -1.20  1.56
F  1.26  -0.90  3.39
F  0.61  -2.19  1.80
H  2.61  2.13  -0.73
H  2.05  0.45  -0.52
H  1.15  1.44  -1.41
H  1.91  4.05  0.79
H  0.70  4.03  2.97
H  -0.96  -0.36  1.91
H  -3.00  0.85  -2.56
H  -3.16  -0.19  -4.92
H  -1.31  -2.00  -5.72
H  0.06  -2.79  -4.02
H  0.32  -2.05  -1.78



Density functional theory data (the ωB97M-V functional and the def2-TZVPD basis) for a 2-piece molecular cluster, C9H6ClN3 overall in a non-equilibrium geometry.

Properties
lowest unoccupied orbital energy (alpha / beta)	-2.3 / -2.3	eV
charge	0
HOMO energy (alpha / beta)	-8.60 / -8.60	eV
F_max	0.0926	hartree/bohr
DFT total energy	-26418.813	eV

Geometry (Å):
C  -1.96  -1.06  -1.83
C  0.76  2.49  1.26
C  -0.49  1.83  1.64
C  1.71  1.74  0.66
C  -0.75  0.59  1.16
C  1.35  -1.47  -0.75
C  1.40  0.50  0.15
C  0.12  -0.10  0.37
C  -1.54  -2.28  -1.24
N  -2.23  0.00  -2.13
N  2.13  -0.51  -0.52
N  0.19  -1.39  -0.10
Cl  -0.93  -3.38  -2.35
H  1.01  3.52  1.55
H  -1.27  2.32  2.19
H  2.78  2.12  0.44
H  -1.75  0.09  1.37
H  1.57  -2.23  -1.36
H  -2.09  -2.77  -0.51



Density functional theory data (the ωB97M-V functional and the def2-TZVPD basis) for C3H3OPS as an isolated structure in a non-equilibrium geometry.

Properties
lowest unoccupied orbital energy	-0.5	eV
charge	0
HOMO energy	-8.66	eV
F_max	0.0775	hartree/bohr
DFT total energy	-25328.000	eV

Geometry (Å):
C  0.16  -0.37  -0.28
C  -0.96  0.30  0.13
C  -2.44  -1.05  -0.30
O  -2.23  -2.11  0.10
P  -2.54  0.61  -0.83
S  -3.92  0.50  0.67
H  1.15  -0.59  0.19
H  0.23  -0.90  -1.33
H  -0.97  0.68  1.20



Density functional theory data (the ωB97M-V functional and the def2-TZVPD basis) for a 2-piece molecular cluster, C9H11N4 overall in a non-equilibrium geometry.

Properties
lowest unoccupied orbital energy (alpha / beta)	-4.5 / -4.5	eV
charge	+1
HOMO energy (alpha / beta)	-12.33 / -12.32	eV
F_max	0.0980	hartree/bohr
DFT total energy	-15459.975	eV

Geometry (Å):
C  3.12  -1.34  0.38
C  1.87  -1.89  0.63
C  3.10  -0.04  -0.01
C  0.70  -1.27  0.38
C  1.87  0.70  -0.25
C  -3.60  -1.09  0.68
C  -2.52  -0.21  1.08
C  0.61  0.05  -0.04
C  -0.61  0.80  -0.34
N  -3.40  -1.36  -0.58
N  -2.35  -0.82  -1.02
N  -1.81  -0.01  -0.05
N  -0.66  2.09  -0.23
H  4.09  -1.79  0.70
H  1.84  -2.96  0.85
H  4.04  0.46  -0.43
H  -0.17  -1.76  0.49
H  1.92  1.61  -0.75
H  -4.48  -1.44  1.34
H  -2.26  0.23  2.10
H  -0.85  0.34  -2.25
H  0.20  2.59  -0.38
H  -1.95  -0.63  -1.98
H  -1.47  2.60  -0.50



Density functional theory data (the ωB97M-V functional and the def2-TZVPD basis) for a 2-piece molecular cluster, CH5NP2 overall in a non-equilibrium geometry.

Properties
lowest unoccupied orbital energy	0.8	eV
charge	0
HOMO energy	-9.35	eV
F_max	0.0390	hartree/bohr
DFT total energy	-21182.447	eV

Geometry (Å):
C  0.32  1.82  1.55
N  1.36  1.47  1.18
P  0.50  -0.13  -1.07
P  -0.59  -1.07  0.56
H  1.99  0.99  0.56
H  0.19  1.00  -0.38
H  -0.69  0.05  -1.75
H  -1.86  -0.54  0.34
H  -0.89  -2.39  0.02



Density functional theory data (the ωB97M-V functional and the def2-TZVPD basis) for a 5-piece molecular cluster, C13H21Br8N overall in a non-equilibrium geometry.

Properties
lowest unoccupied orbital energy	0.3	eV
charge	0
HOMO energy	-9.74	eV
F_max	0.0450	hartree/bohr
DFT total energy	-575650.886	eV

Geometry (Å):
C  -13.31  -12.28  -20.68
C  -14.70  -12.31  -20.77
C  -15.29  -13.48  -21.25
N  -14.53  -14.45  -21.82
C  -13.18  -14.45  -21.66
C  -12.53  -13.36  -21.11
H  -12.84  -11.43  -20.21
H  -15.21  -11.46  -20.32
H  -16.35  -13.64  -21.28
H  -12.63  -15.28  -22.09
H  -11.47  -13.31  -20.88
Br  -13.81  -17.23  -18.91
C  -15.65  -17.32  -18.14
C  -16.13  -18.76  -17.98
Br  -17.83  -18.92  -16.96
H  -16.30  -16.87  -18.90
H  -15.63  -16.77  -17.20
H  -15.48  -19.44  -17.44
H  -16.22  -19.25  -18.95
Br  -13.41  -10.52  -14.79
C  -12.61  -11.26  -13.13
C  -13.62  -11.87  -12.25
Br  -14.33  -13.64  -12.87
H  -12.10  -10.49  -12.55
H  -11.90  -12.02  -13.45
H  -14.39  -11.12  -12.06
H  -13.15  -12.06  -11.29
Br  -6.00  -11.47  -20.69
C  -7.87  -11.89  -20.87
C  -7.94  -13.46  -20.70
Br  -7.49  -14.01  -18.85
H  -8.10  -11.62  -21.91
H  -8.39  -11.29  -20.13
H  -7.23  -13.93  -21.38
H  -8.87  -13.97  -20.95
Br  -14.00  -14.49  -16.23
C  -12.71  -14.05  -17.62
C  -12.11  -12.67  -17.19
Br  -10.45  -12.36  -18.27
H  -13.20  -13.77  -18.56
H  -11.96  -14.83  -17.76
H  -11.81  -12.60  -16.15
H  -12.74  -11.80  -17.35



Density functional theory data (the ωB97M-V functional and the def2-TZVPD basis) for a 3-piece molecular cluster, C25H52N3O4 overall.

Properties
lowest unoccupied orbital energy (alpha / beta)	-3.3 / -3.3	eV
charge	+1
HOMO energy (alpha / beta)	-9.27 / -10.55	eV
spin multiplicity	3
<S²>	2.01
F_max	0.0100	hartree/bohr
DFT total energy	-39418.824	eV

Geometry (Å):
C  -3.03  0.83  4.02
C  -3.93  1.69  3.11
C  -5.30  1.06  2.94
O  -6.03  1.73  1.90
C  -7.30  2.17  2.18
C  -8.34  1.04  2.36
N  -8.43  0.55  3.79
C  -8.51  1.67  4.81
C  -8.45  3.01  4.10
O  -7.28  3.04  3.30
H  -2.12  0.52  3.51
H  -2.74  1.38  4.91
H  -3.55  -0.07  4.36
H  -3.49  1.79  2.12
H  -4.05  2.69  3.52
H  -5.83  1.14  3.90
H  -5.20  0.01  2.67
H  -7.62  2.73  1.29
H  -9.33  1.37  2.09
H  -8.07  0.20  1.73
H  -9.25  -0.06  3.86
H  -7.62  -0.04  3.99
H  -9.41  1.54  5.41
H  -7.64  1.58  5.45
H  -9.35  3.21  3.50
H  -8.37  3.79  4.84
C  0.09  -1.02  -0.77
C  0.47  0.00  0.32
C  1.95  0.39  0.23
C  2.89  -0.73  0.63
C  2.57  -1.27  2.02
C  1.10  -1.66  2.22
N  0.23  -0.54  1.70
O  -0.01  0.37  2.58
C  0.78  -2.99  1.52
C  0.80  -1.84  3.70
C  -0.42  1.22  0.12
H  0.00  -0.48  -1.71
H  0.84  -1.79  -0.92
H  -0.87  -1.49  -0.54
H  2.11  1.25  0.89
H  2.17  0.72  -0.79
H  2.87  -1.54  -0.11
H  3.92  -0.36  0.61
H  3.18  -2.14  2.25
H  2.82  -0.50  2.76
H  -0.29  -3.18  1.54
H  1.28  -3.79  2.06
H  1.13  -3.04  0.49
H  1.09  -0.97  4.28
H  1.35  -2.70  4.06
H  -0.27  -2.02  3.86
H  -1.47  0.94  0.20
H  -0.24  1.62  -0.87
H  -0.21  1.99  0.86
C  3.67  -1.97  -5.15
C  3.54  -0.61  -4.48
C  3.90  0.53  -5.45
C  5.38  0.58  -5.79
C  6.24  0.66  -4.54
C  5.94  -0.42  -3.49
N  4.45  -0.48  -3.28
O  4.02  0.34  -2.39
C  6.50  -1.78  -3.92
C  6.58  -0.06  -2.16
C  2.11  -0.46  -4.00
H  2.80  -2.12  -5.80
H  4.55  -2.08  -5.78
H  3.67  -2.77  -4.41
H  3.61  1.48  -4.98
H  3.29  0.41  -6.35
H  5.67  -0.29  -6.40
H  5.58  1.45  -6.42
H  7.30  0.58  -4.80
H  6.10  1.64  -4.07
H  6.16  -2.57  -3.25
H  7.59  -1.74  -3.86
H  6.25  -2.06  -4.94
H  6.30  0.94  -1.83
H  7.67  -0.10  -2.28
H  6.29  -0.77  -1.38
H  1.86  -1.26  -3.29
H  1.44  -0.54  -4.86
H  1.94  0.49  -3.51



Density functional theory data (the ωB97M-V functional and the def2-TZVPD basis) for a 2-piece molecular cluster, C9H14 overall in a non-equilibrium geometry.

Properties
lowest unoccupied orbital energy	1.1	eV
charge	0
HOMO energy	-9.00	eV
F_max	0.0717	hartree/bohr
DFT total energy	-9559.072	eV

Geometry (Å):
C  -1.46  -2.14  -0.28
C  -0.81  -1.03  -1.08
C  -0.64  0.19  -0.36
C  -0.12  1.23  -1.10
C  0.34  1.03  -2.42
C  0.22  -0.19  -3.01
C  -0.28  -1.34  -2.30
H  -2.03  -1.84  0.61
H  -0.70  -2.83  0.11
H  -2.10  -2.72  -0.95
H  -1.23  0.35  0.52
H  -0.01  2.19  -0.61
H  1.02  1.75  -2.87
H  0.48  -0.44  -4.03
H  -0.35  -2.31  -2.76
C  0.42  1.36  3.06
C  1.43  0.65  2.11
H  -0.22  1.94  2.40
H  -0.04  0.67  3.76
H  0.96  2.09  3.67
H  2.43  1.10  2.22
H  1.20  0.72  1.06
H  1.49  -0.45  2.23



Density functional theory data (the ωB97M-V functional and the def2-TZVPD basis) for an isolated ion of composition C5H12NO and charge +1 in a non-equilibrium geometry.

Properties
lowest unoccupied orbital energy	-3.7	eV
charge	+1
HOMO energy	-14.34	eV
F_max	0.0777	hartree/bohr
DFT total energy	-8908.286	eV

Geometry (Å):
N  -0.64  1.27  1.43
C  0.24  0.18  2.18
C  0.77  -0.69  1.33
C  1.35  -0.47  -0.05
C  0.48  -0.88  -1.25
C  -0.55  0.12  -1.74
O  -1.79  0.08  -1.03
H  -0.17  1.30  0.52
H  -1.54  0.86  1.63
H  -0.52  2.27  1.62
H  -0.17  0.15  3.16
H  0.86  -1.75  1.58
H  1.92  0.45  -0.22
H  2.10  -1.27  -0.07
H  1.07  -1.23  -2.10
H  0.07  -1.87  -0.98
H  -0.20  1.14  -1.65
H  -0.74  -0.03  -2.80
H  -2.54  0.35  -1.55



Density functional theory data (the ωB97M-V functional and the def2-TZVPD basis) for a 2-piece molecular cluster, C9H14N2O2 overall in a non-equilibrium geometry.

Properties
lowest unoccupied orbital energy	0.6	eV
charge	0
HOMO energy	-9.66	eV
F_max	0.1299	hartree/bohr
DFT total energy	-16634.502	eV

Geometry (Å):
O  -0.65  -2.73  1.12
C  -0.98  -2.16  0.11
C  -2.34  -1.75  -0.26
C  -2.61  -1.32  -1.50
N  -1.61  -1.11  -2.45
C  -0.26  -1.31  -2.11
O  0.63  -1.05  -2.89
N  -0.03  -1.86  -0.86
H  -3.11  -2.12  0.40
H  -3.60  -1.14  -1.82
H  -1.70  -0.63  -3.32
H  0.94  -2.04  -0.66
C  0.26  0.44  1.50
C  0.37  0.84  0.00
C  1.14  2.15  0.05
C  2.05  1.93  1.17
C  1.12  1.34  2.27
H  -0.71  0.24  1.73
H  0.94  -0.57  1.40
H  -0.59  0.97  -0.60
H  0.90  0.06  -0.61
H  0.48  3.02  0.15
H  1.76  2.26  -0.79
H  2.68  2.75  1.41
H  2.58  0.81  0.85
H  0.55  2.12  2.76
H  1.80  0.86  2.95



Density functional theory data (the ωB97M-V functional and the def2-TZVPD basis) for C42H41BrCrO2P2 as an isolated structure in a non-equilibrium geometry.

Properties
lowest unoccupied orbital energy (alpha / beta)	0.1 / -0.7	eV
charge	0
HOMO energy (alpha / beta)	-6.34 / -6.68	eV
spin multiplicity	5
<S²>	6.14
F_max	0.0460	hartree/bohr
DFT total energy	-165348.085	eV

Geometry (Å):
Cr  -1.48  -0.09  -1.42
C  -1.52  -0.15  -4.03
C  -1.20  1.06  -3.52
C  -2.17  2.24  -3.41
C  -3.52  1.84  -2.78
C  -3.27  0.79  -1.73
C  -3.24  -0.66  -1.95
C  -3.57  -1.24  -3.28
C  -2.85  -0.70  -4.50
C  0.19  -0.95  2.64
H  -0.75  -0.81  -4.43
H  -0.16  1.39  -3.63
H  -2.34  2.88  -4.32
H  -1.63  2.88  -2.69
H  -3.96  2.78  -2.34
H  -4.20  1.53  -3.60
H  -3.67  1.22  -0.82
H  -3.56  -1.34  -1.18
H  -4.65  -1.11  -3.50
H  -3.33  -2.29  -3.22
H  -2.55  -1.53  -5.14
H  -3.49  0.02  -5.03
H  0.66  -1.60  1.89
H  0.05  -1.42  3.69
H  0.88  -0.06  2.61
P  1.15  0.96  -0.65
P  -1.41  -0.35  2.12
C  -0.51  1.42  -0.08
C  -1.56  0.72  0.63
C  1.93  2.49  -1.15
C  1.51  3.55  -1.95
C  2.39  4.61  -2.13
C  3.67  4.59  -1.53
C  4.07  3.55  -0.64
C  3.17  2.51  -0.47
C  1.27  -0.26  -2.09
C  0.58  -1.52  -2.17
C  1.06  -2.60  -2.88
C  2.12  -2.41  -3.76
C  2.75  -1.13  -3.88
C  2.30  -0.02  -3.11
C  -2.07  0.65  3.44
C  -1.34  1.76  3.84
C  -1.86  2.52  4.90
C  -3.06  2.13  5.54
C  -3.71  0.95  5.15
C  -3.21  0.17  4.11
C  -2.36  -1.84  1.79
C  -1.70  -3.08  1.78
C  -2.40  -4.20  1.34
C  -3.72  -4.07  0.86
C  -4.38  -2.84  0.87
C  -3.68  -1.73  1.38
H  -0.79  2.49  -0.31
H  -2.50  1.33  0.78
H  0.52  3.49  -2.41
H  2.09  5.43  -2.81
H  4.39  5.38  -1.75
H  5.07  3.50  -0.15
H  3.42  1.68  0.20
H  -0.59  -1.70  -1.97
H  0.52  -3.55  -2.80
H  2.47  -3.35  -4.21
H  3.62  -1.08  -4.57
H  2.78  0.96  -3.21
H  -0.41  1.99  3.31
H  -1.34  3.44  5.14
H  -3.46  2.75  6.36
H  -4.66  0.67  5.60
H  -3.67  -0.77  3.82
H  -0.67  -3.15  2.14
H  -1.96  -5.20  1.46
H  -4.29  -4.94  0.53
H  -5.42  -2.72  0.60
H  -4.15  -0.76  1.41
Br  4.02  -3.76  1.53
C  4.97  -2.34  2.33
C  6.19  -2.62  2.93
C  6.90  -1.63  3.62
C  6.41  -0.31  3.63
C  5.22  -0.01  2.96
C  4.53  -1.01  2.28
C  3.31  -0.60  1.46
O  2.77  0.48  1.86
O  2.95  -1.29  0.46
H  6.55  -3.64  2.92
H  7.84  -1.86  4.14
H  6.88  0.48  4.23
H  4.80  0.98  2.91



- The highest DFT total energy belongs to which entry?
  C5H12NO